(1)
{"formula": "C29H47N2O5P2RuTe", "method": "the ωB97M-V functional and the def2-TZVPD basis", "elements": ["Ru", "C", "C", "C", "P", "C", "C", "C", "C", "C", "C", "C", "C", "C", "C", "N", "C", "C", "C", "C", "C", "C", "C", "C", "C", "H", "H", "H", "H", "H", "H", "H", "H", "H", "H", "H", "H", "H", "H", "H", "H", "H", "H", "H", "H", "H", "H", "H", "H", "H", "H", "H", "H", "H", "H", "H", "N", "C", "C", "C", "O", "O", "H", "H", "H", "H", "H", "H", "C", "C", "O", "P", "O", "Te", "O", "C", "C", "H", "H", "H", "H", "H", "H", "H", "H", "H", "H"], "positions_angstrom": [[-0.10055, 0.99976, 0.05613], [3.23085, 0.49716, 2.01993], [3.69805, 1.27436, 0.79223], [5.16515, 1.00456, 0.48563], [2.44975, 0.89536, -0.56397], [3.09735, 1.69226, -2.12397], [3.29375, 3.19576, -1.97327], [2.05145, 1.37666, -3.19177], [2.73845, -0.85694, -0.94987], [3.93265, -1.35984, -1.44147], [4.10565, -2.71194, -1.70797], [5.42185, -3.25204, -2.18307], [3.01505, -3.56364, -1.51277], [1.80775, -3.08954, -1.06987], [1.62655, -1.71854, -0.75547], [0.47335, -1.22844, -0.29937], [-0.65325, -2.03934, -0.22587], [-0.91575, -2.79204, 0.92963], [0.04645, -2.73374, 2.07593], [-2.02175, -3.62484, 0.94963], [-2.87265, -3.73544, -0.14177], [-4.04825, -4.66564, -0.11007], [-2.59825, -2.97824, -1.27527], [-1.50505, -2.13624, -1.34147], [-1.17415, -1.34274, -2.56747], [3.80475, 0.76786, 2.90373], [3.33895, -0.57324, 1.84883], [2.17375, 0.70656, 2.21303], [3.58215, 2.34776, 0.99193], [5.35345, -0.05974, 0.38293], [5.77895, 1.37496, 1.30593], [5.47765, 1.51426, -0.42277], [4.04975, 1.22196, -2.39727], [2.37455, 3.66056, -1.61997], [3.54115, 3.63666, -2.93977], [4.10235, 3.42976, -1.28177], [1.07635, 1.75556, -2.87847], [1.96695, 0.30056, -3.34607], [2.32345, 1.83996, -4.13757], [4.75865, -0.69114, -1.63177], [6.12205, -2.44724, -2.39977], [5.29285, -3.85344, -3.08337], [5.86545, -3.89574, -1.42027], [3.12645, -4.61824, -1.72607], [0.97235, -3.76314, -0.94967], [0.28405, -1.69734, 2.32903], [0.98255, -3.21974, 1.79613], [-0.35935, -3.22714, 2.95543], [-2.20655, -4.22204, 1.83303], [-3.89455, -5.46074, 0.61623], [-4.21335, -5.11134, -1.08897], [-4.95515, -4.12834, 0.16663], [-3.24555, -3.05864, -2.13727], [-1.97615, -1.40674, -3.29767], [-0.24805, -1.70824, -3.01937], [-1.02495, -0.28654, -2.30307], [0.75375, 3.44386, 0.75563], [0.08965, 4.55416, 0.06633], [-1.38475, 4.25846, -0.16877], [-1.64435, 3.26576, -1.36607], [-2.65285, 3.45276, -2.01667], [-0.73545, 2.41376, -1.56727], [0.48895, 3.44136, 1.74063], [1.76235, 3.55456, 0.70703], [0.58205, 4.70976, -0.89747], [0.17825, 5.48456, 0.65163], [-1.92765, 5.17346, -0.39927], [-1.82205, 3.80696, 0.72243], [-4.85615, -2.23354, 2.69143], [-4.38465, -0.79204, 2.61503], [-3.81705, -0.57544, 1.34283], [-2.89225, 0.66766, 0.92123], [-2.47835, 0.43496, -0.46727], [-1.13045, 0.98626, 2.56803], [-3.85225, 1.95996, 0.96723], [-4.41265, 2.52736, 2.13523], [-4.30735, 4.04746, 2.10523], [-5.36265, -2.40574, 3.63933], [-4.00925, -2.90644, 2.59563], [-5.55035, -2.42734, 1.87663], [-3.63405, -0.59194, 3.39353], [-5.23495, -0.11684, 2.75583], [-3.90945, 2.13226, 3.03403], [-5.47265, 2.24646, 2.16693], [-3.31225, 4.38566, 2.38053], [-5.02325, 4.46656, 2.81053], [-4.53695, 4.40126, 1.10373]], "lowdin_spin": [0.88, 0.00, 0.00, 0.00, -0.01, 0.00, 0.00, 0.00, 0.01, 0.00, 0.01, 0.00, 0.00, 0.01, -0.01, 0.01, 0.00, 0.00, 0.00, 0.00, -0.01, 0.00, 0.00, 0.00, 0.00, 0.00, 0.00, 0.00, 0.00, 0.00, 0.00, 0.00, 0.00, 0.00, 0.00, 0.00, 0.00, 0.00, 0.00, 0.00, 0.00, 0.00, 0.00, 0.00, 0.00, 0.00, 0.00, 0.00, 0.00, 0.00, 0.00, 0.00, 0.00, 0.00, 0.00, 0.00, 0.03, 0.00, 0.00, 0.00, 0.01, 0.04, 0.00, 0.00, 0.00, 0.00, 0.00, 0.00, 0.00, 0.00, 0.00, 0.00, 0.01, 0.03, 0.00, 0.00, 0.00, 0.00, 0.00, 0.00, 0.00, 0.00, 0.00, 0.00, 0.00, 0.00, 0.00], "max_force_ev_per_a": 3.90, "e_tot_ha": -2664.63384, "spin_multiplicity": 2}


(2)
{"formula": "C2H2I2NO", "method": "the ωB97M-V functional and the def2-TZVPD basis", "elements": ["C", "C", "N", "O", "I", "I", "H", "H"], "positions_angstrom": [[0.46591, 0.21702, -0.30029], [0.42461, -0.97801, 0.39672], [1.18357, 1.68534, -0.51836], [2.09563, 1.98067, 0.23457], [-3.98868, 0.51818, 0.06523], [-0.98209, -2.49919, -0.00283], [-0.30006, 0.31680, -1.06520], [1.10111, -1.24081, 1.19017]], "mulliken_charge": [-0.15, -0.45, 0.12, -0.29, -0.96, 0.11, 0.23, 0.39], "max_force_ev_per_a": 3.87, "e_tot_ha": -802.73283, "spin_multiplicity": 1, "e_above_lowest_kcal_mol": 17.5, "total_charge": -1}


(3)
{"formula": "C18H56N5O6", "method": "the ωB97M-V functional and the def2-TZVPD basis", "elements": ["N", "H", "H", "H", "H", "C", "C", "C", "O", "C", "N", "H", "H", "H", "H", "H", "H", "H", "H", "H", "H", "H", "C", "C", "C", "O", "C", "N", "H", "H", "H", "H", "H", "H", "H", "H", "H", "H", "H", "C", "C", "C", "O", "C", "N", "H", "H", "H", "H", "H", "H", "H", "H", "H", "H", "H", "C", "C", "C", "O", "C", "N", "H", "H", "H", "H", "H", "H", "H", "H", "H", "H", "H", "C", "O", "H", "H", "H", "H", "C", "O", "H", "H", "H", "H"], "positions_angstrom": [[0.17739, -0.79482, -1.17186], [1.19439, -0.78182, -1.36686], [-0.17561, -1.63782, -1.68086], [-0.33461, -0.02682, -1.76586], [0.12239, -0.78682, -0.24386], [2.08039, 0.77418, 1.70114], [2.87339, 1.37118, 0.63714], [4.18739, 2.03718, 1.13014], [3.93839, 3.18418, 1.83514], [5.05939, 3.98518, 2.25814], [3.25439, 0.43118, -0.41586], [1.61339, 1.65818, 2.16514], [2.66339, 0.19118, 2.38514], [1.26739, 0.37618, 1.58214], [2.24439, 2.18218, 0.14914], [4.98739, 2.07818, 0.36914], [4.67739, 1.42118, 1.83114], [5.72039, 3.58718, 2.94414], [4.81839, 4.88318, 2.71514], [5.59239, 4.25818, 1.49114], [3.78639, 0.95418, -1.17386], [3.91139, -0.23382, 0.14814], [-2.10761, -1.58882, 2.62514], [-3.61161, -1.94782, 2.63414], [-4.36161, -1.93182, 3.90314], [-3.71761, -2.64882, 4.94414], [-4.27461, -2.35482, 6.19914], [-4.28861, -1.29382, 1.44714], [-1.74961, -0.34882, 2.82514], [-1.94661, -1.83482, 1.46114], [-1.56261, -2.18782, 3.40214], [-3.55361, -3.05382, 2.41014], [-5.43961, -2.00782, 3.99414], [-4.17261, -0.96282, 3.98914], [-3.86861, -3.08582, 6.86414], [-5.33661, -2.68582, 6.07414], [-4.00761, -1.53582, 6.53914], [-4.39861, -0.37082, 1.87314], [-5.24261, -1.64782, 1.19414], [-2.75761, 1.28818, 0.23314], [-1.84861, 2.51818, 0.21114], [-1.34961, 2.68018, 1.67814], [-2.52961, 2.83818, 2.39414], [-2.35661, 3.09718, 3.74014], [-0.56261, 2.27318, -0.55386], [-3.17561, 1.17718, -0.89386], [-3.41761, 1.22818, 0.88414], [-2.13861, 0.42118, 0.55414], [-2.27561, 3.61618, -0.14586], [-0.51961, 3.41118, 1.78914], [-0.83661, 1.77418, 1.99114], [-3.37061, 3.31418, 4.07414], [-1.82861, 3.94918, 4.20814], [-2.12861, 2.17218, 4.35214], [-0.01561, 3.09018, -0.29886], [-0.66361, 2.43818, -1.70586], [3.41839, -2.30382, -2.18586], [2.92939, -1.44782, -3.34986], [3.76139, -1.66782, -4.63986], [5.20439, -1.52582, -4.58686], [5.83839, -1.87182, -5.75186], [1.46739, -1.84982, -3.68186], [2.82239, -3.21682, -2.25986], [2.97539, -1.96282, -1.33086], [4.59339, -2.51282, -2.09486], [2.97439, -0.34782, -3.31486], [3.37039, -0.83382, -5.38586], [3.63939, -2.55982, -4.97786], [5.18439, -1.71582, -6.54286], [6.39739, -2.89282, -5.63486], [6.82039, -1.35882, -5.80086], [1.33339, -1.17482, -4.49986], [1.27339, -2.84882, -4.19886], [-2.40861, 1.70318, -3.84686], [-1.05161, 1.33018, -3.55486], [-2.93461, 0.98218, -3.56986], [-2.80461, 2.07518, -4.91686], [-2.60861, 2.63718, -3.37786], [-0.61261, 0.86018, -4.32486], [-3.39161, -2.94982, -1.41686], [-2.44461, -2.22082, -0.65786], [-4.40261, -2.59882, -1.24786], [-3.52061, -3.95182, -0.89186], [-3.18861, -3.12082, -2.41186], [-2.87861, -1.56382, 0.04114]], "mulliken_charge": [0.11, -0.03, 0.48, 0.14, 0.10, -1.96, 0.48, -0.81, -0.30, -1.19, -0.28, 0.39, 0.38, 0.77, -0.21, 0.46, 0.40, 0.41, 0.35, 0.50, 0.30, 0.33, -0.25, 0.36, -1.18, -0.35, -0.90, -0.47, -0.10, -0.03, 0.50, 0.19, 0.52, 0.58, 0.28, 0.33, 0.40, 0.19, 0.26, -1.12, 0.06, -0.20, -0.34, -0.84, -0.37, -0.03, 1.24, -0.16, 0.24, 0.51, -0.26, 0.33, 0.32, 0.27, 0.33, 0.12, -1.33, 0.55, -1.15, -0.37, -0.75, -0.62, 0.40, 0.41, 0.24, 0.35, 0.30, 0.67, 0.39, 0.23, 0.24, 0.26, 0.30, -0.71, -0.49, 0.35, 0.29, 0.27, 0.27, -0.91, -0.45, 0.28, 0.30, 0.37, 0.06], "max_force_ev_per_a": 10.65, "e_tot_ha": -1443.89544, "spin_multiplicity": 1, "e_above_lowest_kcal_mol": 40.4, "total_charge": 1}


(4)
{"formula": "C9H19CsNO", "method": "the ωB97M-V functional and the def2-TZVPD basis", "elements": ["Cs", "C", "C", "C", "C", "C", "C", "N", "O", "C", "C", "C", "H", "H", "H", "H", "H", "H", "H", "H", "H", "H", "H", "H", "H", "H", "H", "H", "H", "H", "H"], "positions_angstrom": [[0.48092, 5.67284, -0.95991], [0.88708, 0.08811, -2.00483], [-0.17636, 0.58664, -1.02030], [-1.45398, -0.26688, -1.18844], [-1.44093, -1.57754, -0.38038], [-1.05027, -1.34688, 1.06214], [0.30077, -0.65820, 1.20731], [0.29295, 0.53472, 0.36699], [1.49489, 1.27936, 0.52477], [0.41808, -0.21289, 2.66781], [1.45241, -1.61845, 0.90140], [-0.56781, 2.02983, -1.31242], [1.88126, 0.44548, -1.73538], [0.70344, 0.49484, -3.00606], [0.88953, -0.99641, -2.08253], [-2.39126, 0.26170, -1.02889], [-1.38619, -0.60034, -2.22839], [-0.77429, -2.28984, -0.87894], [-2.42204, -2.04622, -0.47783], [-0.99791, -2.29857, 1.59329], [-1.80768, -0.72010, 1.54015], [1.29266, 0.41782, 2.81647], [-0.48443, 0.30093, 3.00024], [0.54428, -1.09759, 3.29536], [1.48106, -1.85376, -0.16454], [2.42372, -1.22541, 1.19582], [1.30951, -2.58209, 1.39553], [-0.95553, 2.13488, -2.32607], [0.21746, 2.76128, -1.10980], [-1.36333, 2.28753, -0.60314], [1.20198, 2.09522, 0.94058]], "mulliken_charge": [1.02, -1.89, 1.78, -1.19, -0.74, -1.10, 1.35, 0.31, -0.53, -1.95, -1.56, -1.49, 0.33, 0.48, 0.40, 0.40, 0.40, 0.34, 0.41, 0.47, 0.36, 0.44, 0.40, 0.41, 0.32, 0.37, 0.40, 0.48, -0.31, 0.57, 0.33], "max_force_ev_per_a": 1.43, "e_tot_ha": -504.20301, "spin_multiplicity": 1, "e_above_lowest_kcal_mol": 23.0, "total_charge": 1}


(5)
{"formula": "C5H10O", "method": "the ωB97M-V functional and the def2-TZVPD basis", "elements": ["C", "C", "C", "C", "C", "O", "H", "H", "H", "H", "H", "H", "H", "H", "H", "H"], "positions_angstrom": [[1.81450, 0.78124, 0.53104], [1.00966, 0.05230, -0.53099], [-0.51375, -0.13196, -0.30268], [-0.93869, -1.57898, -0.13591], [-1.52396, 0.81563, 0.27195], [-1.21670, 0.81374, -1.10680], [1.83226, 0.21748, 1.46728], [1.37908, 1.76659, 0.71856], [2.85210, 0.92800, 0.20660], [1.46199, -0.93110, -0.72756], [1.10554, 0.59710, -1.47922], [-2.01294, -1.68981, -0.30102], [-0.38258, -2.30333, -0.74055], [-0.73890, -1.82301, 0.92125], [-1.23507, 1.60715, 0.95903], [-2.58799, 0.56093, 0.39627]], "mulliken_charge": [-1.11, -0.71, 1.24, -1.45, -0.59, -0.50, 0.30, 0.29, 0.36, 0.31, 0.33, 0.41, 0.35, 0.29, 0.20, 0.27], "max_force_ev_per_a": 0.96, "e_tot_ha": -271.68732, "spin_multiplicity": 1, "e_above_lowest_kcal_mol": 41.0, "smiles": "CC[C@@]1(C)CO1"}


(6)
{"formula": "C2H3N3O", "method": "the ωB97M-V functional and the def2-TZVPD basis", "elements": ["N", "C", "C", "N", "N", "O", "H", "H", "H"], "positions_angstrom": [[0.56929, 0.01236, -1.39954], [-0.49364, 0.19351, -0.56832], [-0.40133, -0.34231, 0.83062], [0.33205, 0.13205, 1.78586], [0.94826, 0.51067, 2.66506], [-1.54451, 0.66633, -0.95727], [0.40014, 0.18037, -2.38091], [1.43627, -0.41304, -1.11753], [-1.24654, -0.93994, 1.14202]], "mulliken_charge": [-0.39, 0.58, -0.27, 0.48, -0.60, -0.57, 0.24, 0.21, 0.31], "max_force_ev_per_a": 1.41, "e_tot_ha": -317.47286, "spin_multiplicity": 1, "e_above_lowest_kcal_mol": 37.3}


(7)
{"formula": "C33H27AuIN5O2P", "method": "the ωB97M-V functional and the def2-TZVPD basis", "elements": ["Au", "I", "C", "C", "C", "C", "C", "C", "C", "C", "C", "P", "C", "C", "C", "C", "C", "C", "C", "C", "C", "C", "C", "C", "C", "H", "H", "H", "H", "H", "H", "H", "H", "H", "H", "H", "H", "H", "H", "H", "H", "C", "C", "N", "C", "C", "N", "C", "N", "N", "N", "C", "C", "C", "C", "C", "C", "H", "H", "H", "H", "H", "H", "H", "H", "H", "H", "H", "O", "O"], "positions_angstrom": [[-0.00919, -0.95135, -2.20688], [0.03821, -3.32685, -1.05408], [1.44331, -2.68525, 0.45292], [2.75381, -2.73645, 0.02652], [3.79951, -2.38515, 0.88082], [3.50721, -1.98745, 2.15872], [2.17521, -1.92175, 2.61762], [1.94401, -1.52285, 3.95202], [0.68261, -1.52725, 4.48682], [-0.39049, -1.87345, 3.66742], [-0.22719, -2.18825, 2.32582], [-1.85099, -2.25305, 1.48822], [-2.61159, -3.86845, 1.20912], [-1.95859, -5.04265, 1.58432], [-2.61099, -6.25795, 1.42072], [-3.90399, -6.29605, 0.91362], [-4.54199, -5.12395, 0.53032], [-3.90599, -3.90265, 0.68812], [-2.98599, -1.09565, 2.23342], [-2.72519, 0.21865, 1.55642], [-3.92439, 1.11475, 1.54672], [-4.99299, 0.85165, 2.33532], [-5.07049, -0.31515, 3.12682], [-4.09779, -1.31015, 3.00942], [1.07721, -2.27345, 1.75782], [2.98121, -3.07325, -0.97438], [4.82001, -2.44835, 0.53932], [4.29841, -1.73485, 2.84782], [2.79441, -1.22695, 4.54642], [0.50341, -1.24885, 5.51422], [-1.38909, -1.87805, 4.08442], [-0.96599, -5.01765, 2.01602], [-2.11429, -7.17765, 1.69712], [-4.42339, -7.23955, 0.83862], [-5.54129, -5.16185, 0.12992], [-4.41279, -2.98425, 0.42702], [-1.89579, 0.75055, 2.07572], [-3.87659, 1.97895, 0.90332], [-5.82879, 1.53395, 2.32902], [-5.92959, -0.46765, 3.75982], [-4.23339, -2.25775, 3.51112], [1.81271, 1.78325, -1.27138], [0.63731, 2.03655, -2.13328], [-0.08949, 1.08405, -2.69588], [-1.03879, 1.69505, -3.46228], [-0.88229, 3.04045, -3.36308], [0.17691, 3.24865, -2.51638], [0.60341, 4.55335, -2.05388], [2.02401, 4.65975, -1.94648], [2.61891, 4.71285, -0.75368], [3.86031, 4.73075, -0.88658], [4.21251, 4.71695, -2.19388], [5.43661, 4.74855, -2.85658], [5.41811, 4.62495, -4.23538], [4.21591, 4.51975, -4.94398], [2.98791, 4.48765, -4.30478], [2.98991, 4.63225, -2.92148], [1.78781, 0.74605, -0.94348], [1.82621, 2.43025, -0.39668], [2.73211, 1.93275, -1.84068], [-1.75419, 1.13535, -4.02708], [-1.42589, 3.84735, -3.80808], [0.20301, 4.75595, -1.05068], [0.21761, 5.30455, -2.75298], [6.34781, 4.91645, -2.30128], [6.34621, 4.62675, -4.78348], [4.25001, 4.44035, -6.01838], [2.07901, 4.30495, -4.86018], [-1.67979, -1.35285, 0.14412], [-2.31329, -0.04955, 0.22442]], "mulliken_charge": [0.20, 0.18, -0.02, -0.56, -0.87, -0.87, 0.85, -0.76, -1.26, -0.55, 1.16, 1.30, 0.65, -0.31, -0.75, -0.54, -0.78, -0.58, -0.36, 0.71, -0.85, -0.56, -0.42, -0.14, 0.25, 0.49, 0.48, 0.46, 0.48, 0.47, 0.52, 0.46, 0.46, 0.46, 0.45, 0.47, 0.33, 0.54, 0.48, 0.50, 0.60, -1.01, 1.05, -0.48, -0.74, -0.27, 0.28, -0.76, 0.78, -0.60, -0.52, 0.38, -0.76, -0.45, -0.63, -0.72, 1.04, 0.13, 0.40, 0.18, 0.46, 0.52, 0.21, 0.41, 0.44, 0.41, 0.41, 0.40, 0.03, -0.33], "max_force_ev_per_a": 2.74, "e_tot_ha": -2471.59341, "spin_multiplicity": 1, "e_above_lowest_kcal_mol": 0.0, "total_charge": 3}


(8)
{"formula": "CHN3O2", "method": "the ωB97M-V functional and the def2-TZVPD basis", "elements": ["C", "H", "N", "N", "N", "O", "O"], "positions_angstrom": [[-0.50952, -0.40346, 0.89494], [0.55953, 1.21211, -1.48371], [0.60992, -0.87446, 0.58638], [1.09130, -0.31797, -0.56089], [0.21740, 0.39127, -1.16186], [-1.09260, -0.55831, 1.96384], [-0.87603, 0.55082, -0.23870]], "mulliken_charge": [0.59, 0.26, -0.18, -0.13, 0.22, -0.50, -0.26], "max_force_ev_per_a": 9.32, "e_tot_ha": -353.31735, "spin_multiplicity": 1, "e_above_lowest_kcal_mol": 72.7, "smiles": "O=c1nn[nH]o1"}